# 1
{
  "formula": "C30H61Cl3F8O",
  "method": "ωB97M-V with the def2-TZVPD basis set",
  "symbols": ["H", "H", "H", "H", "H", "H", "C", "C", "C", "H", "H", "F", "H", "H", "F", "H", "H", "H", "Cl", "H", "Cl", "C", "C", "H", "H", "C", "F", "C", "H", "H", "H", "H", "C", "H", "C", "H", "C", "H", "C", "H", "H", "C", "H", "H", "H", "Cl", "H", "C", "H", "C", "C", "H", "C", "H", "H", "H", "H", "H", "H", "H", "H", "H", "H", "H", "H", "C", "C", "F", "C", "H", "C", "H", "H", "H", "O", "C", "H", "C", "F", "H", "H", "H", "C", "F", "H", "H", "H", "C", "H", "H", "H", "H", "C", "H", "C", "C", "H", "F", "C", "C", "C", "H", "F"],
  "xyz": [[5.772046, 6.013598, -0.277995], [-4.843641, -6.313011, -0.626821], [-1.788541, -3.237121, -0.266636], [-1.427201, 8.572777, 1.247681], [0.322285, 5.208900, 0.597436], [0.919601, -9.063342, 3.161730], [-1.613866, 2.955987, 0.646619], [-1.688430, 4.457512, 0.985267], [7.716445, 6.494337, -2.326788], [-0.648944, 2.496138, 0.868224], [1.018469, -5.287301, 4.140949], [-6.233972, -5.555332, -2.967747], [1.744192, -8.953834, 4.788344], [-1.832702, -2.341615, 1.224807], [-2.317594, -5.112795, 0.954911], [-0.228898, 0.926162, -1.991732], [2.502658, 6.093640, -1.987313], [-2.719483, 1.126131, 1.081397], [2.093873, -0.187914, -5.260695], [-1.317314, -1.224125, -1.560714], [0.375918, -1.261218, -7.392936], [-3.429408, -5.592723, 1.584219], [-6.820886, -5.365551, -1.776754], [1.282544, 2.491102, -2.989316], [0.081657, -9.395312, 4.640519], [-8.137844, -4.622090, -1.921941], [-8.072520, -3.399483, -2.499832], [-4.851637, -5.227761, -0.485186], [2.263498, -2.913969, 1.642170], [4.840513, 6.171995, -2.582328], [4.042045, 5.290817, 0.487858], [-1.528090, -0.160506, -0.164863], [0.794220, -6.029983, 2.127530], [2.967132, -4.358865, 2.442474], [3.208994, 6.388080, -1.211007], [-1.590955, 7.059792, 2.263517], [-4.788512, -5.078919, 1.008598], [8.204909, 5.638749, -1.863737], [7.056531, 7.414800, -1.275360], [1.076350, -0.084493, -2.573838], [-1.730933, 2.876990, -0.439001], [-1.198053, -1.152314, -0.474299], [-3.944194, -4.815722, -0.925893], [0.857049, -1.888076, -0.917440], [0.329818, -3.955586, 2.467848], [0.181939, -2.234898, -4.623230], [1.314996, 2.657725, -1.247888], [3.304468, 5.139524, -0.303175], [1.416740, -6.643656, 1.474880], [1.561454, 1.976323, -2.069640], [0.846595, -8.746730, 4.200987], [2.746536, -4.247741, 0.663628], [1.166003, -6.230727, 3.608426], [-0.677542, -7.367544, 4.156843], [7.003445, 6.106752, -3.054537], [5.331028, 7.631825, 0.041385], [-2.664047, 4.852105, 0.686092], [8.438004, 7.138680, -2.828052], [2.648262, 1.856646, -2.058794], [-0.362041, 7.296508, -0.579285], [0.447513, -1.595074, 0.803106], [2.015999, 0.056789, -0.197824], [-0.261925, -0.086480, -5.503505], [0.410474, -4.429372, 0.776929], [-3.072633, -1.976933, -0.012253], [-0.695199, 5.330045, 0.209574], [-2.672813, 2.160128, 1.415873], [-9.025799, -5.423751, -2.583203], [0.312567, -1.244489, -0.223647], [-0.620892, 4.872123, -0.783734], [0.481035, -0.849429, -5.693869], [-0.051355, 7.673504, 1.878866], [4.443280, 7.875915, -2.208590], [-3.290117, -5.213980, 2.606621], [-6.007027, -4.580911, -0.980130], [0.941362, 0.146297, -0.408119], [0.586272, 0.917803, 0.276946], [0.393933, -7.310155, 4.389461], [-3.434254, -6.958587, 1.655720], [7.801929, 7.505070, -0.481926], [2.796179, 7.180129, -0.581884], [-2.053921, 6.818189, -0.297720], [0.828933, 0.677303, -1.831213], [-5.780783, -5.664672, 1.709398], [-1.550782, 4.482305, 2.068801], [3.710269, 4.268258, -0.826602], [2.347524, 4.858292, 0.126567], [0.900112, -4.548143, 1.748766], [-8.578959, -4.451152, -0.929331], [2.244766, -6.397336, 3.686953], [-3.663223, 2.590902, 1.227690], [-0.249737, -6.337518, 2.024058], [-1.058212, 7.570993, 1.462239], [6.987954, 8.432775, -1.670963], [4.534422, 6.867468, -1.796839], [-1.044672, 6.823629, 0.125639], [-2.596493, 2.260725, 2.499310], [-4.772970, -3.752028, 1.404220], [-2.034634, -2.265969, 0.153336], [5.680570, 6.987480, -0.772692], [2.323218, -4.004008, 1.639857], [0.378041, -7.001802, 5.437355], [-7.022925, -6.547671, -1.212802]],
  "forces_ev_per_angstrom": [[0.25, -0.03, -0.11], [-0.16, 0.11, -0.39], [-0.17, 0.03, -0.24], [-0.22, 0.04, 0.51], [-0.07, 0.03, 0.26], [0.34, 0.22, -0.05], [-0.29, 0.25, -0.01], [0.54, -0.35, -0.12], [-0.51, 0.62, 0.24], [0.25, 0.45, 0.08], [-0.16, 0.11, -0.11], [0.07, -0.38, -0.41], [0.27, -0.06, -0.50], [-0.18, 0.07, 0.04], [-0.76, -0.80, -0.69], [-0.06, -0.27, -0.14], [-0.07, 0.58, -0.22], [0.10, -0.13, 0.34], [-0.47, -0.01, -0.38], [-0.32, 0.30, 0.01], [0.07, -0.12, 0.01], [0.06, 0.03, 1.76], [1.07, 1.78, 0.12], [-0.03, -0.21, -0.11], [0.04, -0.05, -0.02], [-1.92, 0.18, 1.16], [0.52, -0.78, -0.39], [-0.05, -0.46, 0.42], [0.26, 0.02, 0.25], [-0.01, 0.16, -0.16], [-0.38, 0.14, 0.28], [-0.17, -0.06, 0.07], [-0.21, 0.35, 0.83], [0.09, 0.11, -0.01], [0.01, -0.72, 0.90], [-0.54, 0.12, -0.28], [1.83, 1.10, 0.96], [0.11, 0.04, 0.02], [0.00, 0.05, -0.45], [0.16, -0.05, 0.11], [-0.21, -0.34, 0.02], [0.66, -0.84, -0.78], [-0.11, 0.16, 0.02], [-0.32, -0.41, 0.10], [-0.06, -0.05, 0.04], [-0.22, 0.12, -0.31], [0.07, 0.09, -0.06], [1.03, 0.05, -0.20], [-0.08, -0.05, -0.07], [0.49, 0.37, 0.49], [-0.18, -0.38, 0.98], [0.19, -0.30, 0.16], [0.02, -0.11, 0.12], [0.05, 0.75, -0.44], [0.04, 0.14, -0.10], [0.15, 0.27, -0.09], [-0.30, -0.30, 0.45], [0.25, -0.48, -0.26], [-0.01, -0.03, -0.04], [-0.08, 0.18, -0.02], [0.32, -0.05, -0.05], [0.01, 0.01, 0.13], [0.04, -0.01, 0.16], [-0.03, 0.22, 0.06], [-0.19, -0.56, 0.15], [0.82, -0.47, 0.27], [-0.75, 0.67, -0.56], [0.55, 0.41, -0.33], [-0.37, 1.20, 0.40], [-0.16, 0.38, -0.22], [0.59, 0.03, 0.51], [0.13, 0.07, -0.28], [-0.35, -0.16, -0.43], [-0.60, -0.17, -0.09], [-0.46, -0.41, -0.29], [1.35, -0.30, -0.22], [-0.31, -0.24, 0.15], [-0.40, 0.10, -0.33], [0.30, 0.52, -0.70], [-0.38, -0.05, 0.40], [-0.27, 0.12, -0.24], [0.01, 0.48, -0.14], [-1.22, 0.22, -0.21], [0.02, -0.11, -0.55], [-0.20, 0.66, 0.04], [-0.24, 0.02, -0.30], [-0.03, 0.09, 0.02], [-0.05, -0.43, -0.55], [0.36, -0.18, -0.05], [-0.02, -0.26, 0.13], [0.00, -0.07, -0.26], [0.06, -0.08, -0.27], [0.74, -0.11, -0.32], [-0.10, -0.04, -0.23], [0.86, 0.11, 0.11], [-0.38, -1.16, 0.27], [0.52, -0.33, 0.00], [-0.35, -0.39, -0.55], [0.37, 0.86, 0.07], [-0.32, -0.93, 0.80], [-0.46, 0.27, -0.35], [0.34, -0.38, 0.14], [-0.40, -0.78, 0.09]],
  "orbital_gap_ev": 11.081,
  "total_energy_ev": -93453.9166,
  "smiles": "FC(F)C(F)(F)COC(F)(F)C(F)F.ClC(Cl)Cl.CCCCCC.CCCCCC.CCCCCC.CCCCCC",
  "e_lumo_ev": 0.4,
  "relative_energy_kcal_mol": 33.0
}

# 2
{
  "formula": "C30H61NO36PS8",
  "method": "ωB97M-V with the def2-TZVPD basis set",
  "symbols": ["O", "C", "H", "H", "C", "H", "H", "O", "O", "H", "H", "H", "C", "H", "H", "H", "C", "H", "H", "H", "C", "O", "C", "H", "H", "S", "O", "O", "H", "S", "C", "C", "O", "H", "H", "H", "O", "H", "H", "C", "P", "C", "H", "N", "O", "H", "S", "H", "O", "O", "O", "H", "H", "C", "O", "O", "H", "H", "O", "O", "H", "O", "C", "S", "H", "H", "O", "C", "H", "H", "H", "H", "H", "C", "H", "H", "C", "S", "C", "O", "O", "O", "H", "O", "H", "H", "H", "C", "H", "O", "H", "O", "C", "C", "S", "H", "C", "S", "O", "H", "O", "C", "C", "H", "O", "H", "C", "H", "O", "H", "H", "H", "O", "H", "C", "H", "O", "H", "H", "O", "O", "C", "O", "O", "C", "C", "H", "O", "H", "H", "C", "H", "C", "C", "S", "O", "H"],
  "xyz": [[0.790242, -1.310155, 3.456955], [0.009339, 5.395114, 4.100592], [0.991935, 2.639821, 0.458864], [-0.895756, -0.930582, -2.941542], [0.511095, 5.552752, 2.614395], [0.798611, 6.618328, 2.485889], [-0.200493, -6.895391, -7.218372], [-1.488270, -8.482958, -7.022395], [0.853682, -0.565691, -1.937288], [-4.016435, 0.399461, 1.023844], [1.342459, 5.234995, 0.200338], [-7.490279, 3.746427, 6.095396], [-2.017692, 3.438620, -6.881579], [-7.287995, 3.234999, 8.465579], [2.142581, -2.061120, 4.803184], [0.963153, -4.286981, -8.881748], [1.919091, 3.140713, 0.065900], [-3.246733, 5.948298, -12.045426], [5.312666, -4.340819, 6.292980], [0.730374, 5.977121, 4.725969], [-0.709618, -7.442209, -6.422164], [0.145077, 2.543626, -4.268076], [2.068876, 4.572141, 0.720828], [5.596742, -6.186645, 7.849428], [-0.359820, 5.322682, 1.963728], [1.710654, 0.478642, -2.838244], [3.148295, -2.849700, 7.183121], [1.400435, -0.195171, -4.271746], [-3.513441, -1.259069, 1.486439], [-3.143647, 6.961112, -8.790598], [-6.828079, 2.539478, 7.766780], [1.823158, 0.161648, 1.169006], [-2.107746, 6.380207, -8.014704], [-2.466490, 8.503347, -11.744204], [0.070452, -5.604485, 7.333794], [3.964963, 2.998998, 0.836675], [-3.513564, 5.941956, -9.982941], [0.238120, -1.781693, -4.918312], [2.758854, 1.646834, 2.592044], [-1.709967, -6.562071, -5.704707], [0.497544, -0.088733, 2.403205], [3.185554, 2.280412, 0.475976], [-0.845911, -3.378007, 8.528979], [-0.023787, 3.983684, 4.521525], [-0.838260, -0.582781, 1.536455], [-5.885063, 2.177918, 8.183127], [-7.452954, 0.833640, 6.060232], [2.296504, -0.805077, 0.877543], [-2.849471, -6.529407, -6.572587], [-8.695759, 0.873950, 5.376984], [-3.903446, -8.752684, -6.667187], [3.877791, 0.616719, 1.678182], [-2.507162, 2.756532, 4.045303], [-2.369680, 7.673328, -11.047607], [3.237250, -3.676998, 9.529059], [-0.648402, 0.716033, -5.779758], [-1.330145, -5.557808, -5.527880], [-2.563293, 4.348206, -4.992017], [9.272531, -5.511068, 5.705635], [-4.347709, 7.440803, -8.217492], [0.029387, -7.864314, -5.744474], [-2.517007, 8.131398, -9.701018], [2.924502, 1.208791, 1.585541], [2.098035, -3.983403, -6.213644], [-4.431200, 7.108462, -11.399174], [-0.018568, -3.200377, 6.964053], [-3.058498, -7.669681, -8.740007], [1.965748, -4.627212, -8.610036], [-1.805273, 1.586565, 5.281466], [1.364276, 0.548863, 0.233073], [3.967190, -3.806387, -8.499232], [1.276482, 3.533587, 2.459515], [2.297515, -5.379028, -9.322550], [-2.767635, 3.440127, -5.564174], [-3.075657, 2.730264, 5.718204], [1.688795, -2.202442, -3.987369], [-1.095358, 3.681102, 5.426106], [7.880649, -5.423748, 5.445818], [-1.963933, 0.296822, 1.764764], [7.338186, -5.581554, 4.145334], [3.137151, -4.346097, -5.324262], [0.809164, -3.578194, -5.771919], [2.460697, 0.936450, 4.898247], [-6.663922, -0.340235, 6.146701], [3.108719, 4.933593, 0.582397], [7.216920, -5.623039, 8.322981], [-3.842253, 3.333387, -5.701886], [-2.162026, 2.621137, 5.092943], [2.790941, -2.736367, -9.297688], [-1.158850, 4.274521, 6.492660], [-0.071245, -2.382691, -2.320997], [-0.682132, 3.063065, -6.543614], [1.655486, 4.557683, 2.260612], [0.564031, -4.971187, 8.067689], [-2.966622, -7.934258, -7.349244], [6.105420, -3.555582, 7.678137], [6.210445, -4.322517, 6.914578], [2.552787, -3.489115, 8.299891], [1.970641, -4.909024, 7.810583], [3.624122, 1.823258, -0.446083], [-6.526091, 2.035790, 5.506835], [-3.173384, -0.326318, 0.993433], [-3.459536, 6.637163, -11.231265], [-2.031083, 4.411508, -7.369845], [7.332705, -4.045124, 6.068750], [2.319061, -0.240807, 6.262672], [0.858095, -1.500083, -4.079973], [-2.420721, 2.682741, -7.563673], [1.145432, -2.775801, 8.601375], [2.903332, -1.011051, 3.592196], [-5.727351, 3.763414, 6.345688], [0.854256, 3.682032, 4.933112], [-7.682082, 1.412329, 7.547320], [-2.019470, -7.005107, -4.754949], [1.994293, -1.124722, 4.220289], [2.531863, 4.734958, 2.932580], [3.091112, 0.282930, -2.551747], [0.417819, -5.390774, 9.065922], [-2.253850, 0.351369, 2.828873], [1.906309, -5.174286, -7.288675], [-2.246936, 2.325990, -4.835773], [6.499056, -5.687796, 7.501629], [0.143813, 1.198909, 3.036109], [1.084052, 1.737799, -2.790651], [0.090495, -3.534206, 7.998956], [2.929768, -3.463915, -8.501028], [0.859446, 0.322211, 5.388134], [2.653385, -2.870989, -7.229633], [-2.845568, -0.483916, -0.052215], [-1.764438, 1.290434, 1.317058], [-6.624755, 3.150621, 6.396411], [-1.377398, 7.227832, -11.149871], [1.927576, 0.036020, 5.265495], [0.075858, -1.408012, -2.784332], [-0.716202, 2.047327, -5.277194], [7.103676, -6.429245, 6.438304], [-1.010595, 5.816852, 4.240405]],
  "forces_ev_per_angstrom": [[0.21, 0.77, -1.01], [0.88, 0.52, -0.39], [0.46, 0.47, -0.12], [-0.01, -0.06, -0.06], [-0.44, -0.65, 0.69], [-0.12, -0.56, -0.14], [0.02, 0.02, 0.07], [-0.52, 0.09, 0.20], [0.34, -0.26, -0.37], [0.50, -0.44, -0.13], [0.60, 0.05, 0.26], [0.03, 0.04, 0.06], [-0.33, -0.25, -0.35], [-0.19, -0.17, -0.03], [-0.26, 0.42, -0.61], [0.04, 0.02, -0.05], [1.25, 0.49, 0.59], [0.03, -0.17, 0.21], [-0.02, 0.04, 0.08], [-0.67, -0.28, -0.09], [0.37, 0.43, -0.18], [-2.29, 1.33, -3.89], [-1.25, -1.42, 0.21], [0.05, -0.13, -0.20], [0.54, 0.21, 0.08], [0.21, 0.35, 0.69], [0.42, -0.12, 0.11], [-0.12, -0.03, 0.38], [0.28, 0.37, -0.49], [0.00, 0.17, -0.53], [0.54, 0.05, 0.17], [0.48, -0.36, -0.24], [-0.24, 0.13, 0.04], [-0.06, 0.12, 0.22], [0.24, 0.01, -0.11], [-0.33, -0.62, -0.05], [0.49, 0.15, 0.23], [-0.02, 0.45, -0.02], [-0.27, -0.01, -0.74], [0.08, -0.19, 0.56], [-1.12, 1.26, -1.45], [-1.11, 0.78, -0.22], [0.18, 0.15, 0.17], [-1.09, -0.50, -0.25], [1.17, 0.09, 1.41], [0.00, 0.05, -0.02], [0.27, 0.68, 0.13], [-0.32, 0.52, 0.27], [0.21, -0.28, -0.52], [-0.01, -0.29, 0.06], [-0.04, -0.12, -0.27], [-0.56, 0.27, 0.18], [0.58, -0.45, 0.47], [0.42, -0.27, -0.28], [0.22, 0.17, -0.13], [-0.18, 0.05, 0.08], [-0.17, 0.06, -0.21], [-0.01, 0.01, -0.05], [0.02, 0.04, -0.21], [0.15, 0.00, 0.22], [-0.11, -0.19, -0.07], [-0.46, -0.26, 0.11], [1.35, -0.78, -0.19], [0.15, 0.13, -0.73], [0.04, 0.01, -0.05], [-0.05, -0.03, 0.02], [-0.23, -0.06, 0.03], [-0.41, 0.29, -0.31], [0.14, 0.68, -0.54], [-0.22, -0.23, 0.84], [-0.03, -0.01, -0.03], [0.25, 0.68, 0.01], [0.04, -0.14, 0.23], [0.08, 0.48, 0.09], [0.80, 0.28, -0.06], [-0.04, 0.00, 0.10], [0.25, 0.47, 1.35], [-0.43, 0.26, 0.35], [-1.54, -0.57, -1.06], [0.24, -0.19, -0.04], [-0.29, -0.13, 0.23], [0.21, -0.74, -0.21], [-0.35, -0.50, 0.24], [-0.14, -0.07, -0.21], [-0.62, 0.03, -0.01], [-0.04, 0.02, 0.01], [0.05, -0.20, 0.11], [-0.45, 0.22, -0.41], [-0.08, 0.14, 0.21], [-0.41, -0.47, -0.47], [0.13, 0.10, 0.16], [-0.18, -0.05, 0.35], [-0.03, 0.35, -0.08], [-0.35, -0.15, 0.42], [0.40, 0.29, 0.41], [0.20, 0.10, -0.14], [-0.60, -0.09, -0.15], [-0.89, -0.06, -0.09], [0.11, 0.47, -0.11], [-0.17, -0.27, 0.83], [-0.04, -0.60, 0.46], [0.54, 0.52, 0.43], [-0.39, 0.35, -0.23], [0.27, -0.22, 0.20], [0.42, -0.50, 0.18], [-0.01, -0.10, -0.63], [0.17, 0.08, 0.37], [-0.08, 0.01, 0.04], [0.39, -0.44, 0.32], [-0.72, -0.02, -0.02], [0.08, -0.21, -0.17], [-0.15, -0.02, -0.23], [-0.13, 0.08, -0.48], [0.05, 0.01, -0.01], [0.99, -0.31, 1.59], [-0.40, -0.03, -0.27], [-0.07, -0.14, -0.06], [-0.02, 0.01, -0.02], [0.54, 0.22, -0.43], [0.41, 0.17, 0.20], [0.11, -0.29, -0.46], [0.18, 0.20, 0.51], [0.39, -0.53, 0.69], [2.28, -2.09, 3.07], [-0.20, 0.00, -0.65], [0.44, -0.24, -0.22], [0.69, -0.12, -0.04], [-0.52, -0.32, 0.15], [-0.44, -0.13, 0.50], [0.09, -0.46, 0.63], [-0.37, 0.45, 0.02], [-0.03, 0.00, -0.03], [-0.59, 0.34, -0.39], [-0.32, 0.14, -0.12], [-0.07, 0.94, 0.04], [-0.05, 0.30, -0.38], [0.67, -0.11, -0.12]],
  "orbital_gap_ev": 1.845,
  "total_charge": -1,
  "total_energy_ev": -203259.6301,
  "e_lumo_ev": 1.3
}